[1]
Entry from OMol25: a structure of composition C12H26Ca2O14V at a distorted geometry (the ωB97M-V functional and the def2-TZVPD basis).

Element x y z (Å)
O -1.617 -0.105 0.329
O 5.111 5.569 -1.571
H -2.166 -1.168 -9.294
H -0.868 2.505 1.381
Ca -1.668 -3.524 -2.858
O -6.056 4.019 -3.019
O -0.921 1.557 1.519
H 1.335 -1.454 8.273
H -1.966 1.233 7.336
C -0.347 -0.110 7.589
H 4.379 3.605 -2.655
H 3.587 4.295 1.017
O 2.803 -4.120 0.942
C -0.359 -0.771 -6.865
C -5.816 -4.609 3.918
V -5.356 2.647 -3.601
H 4.744 -4.686 0.537
O -6.906 -4.981 3.550
H 2.937 4.264 -1.935
H 0.514 -0.989 -6.249
O -4.957 -5.380 4.376
H -2.830 -1.234 -7.735
H -0.766 -3.802 -7.484
O 2.566 -3.837 -1.167
H 0.328 0.711 7.347
O 4.467 -4.712 -0.382
O -5.303 -3.735 3.206
C 3.235 -4.222 -0.209
H -0.281 -2.030 8.610
C -2.195 -1.806 -8.411
H 3.387 2.663 -1.476
O -2.075 1.933 -0.295
H 4.911 5.591 1.160
H 3.494 5.851 0.213
C 4.745 4.492 -0.749
C -0.739 -1.907 -7.850
O -4.429 3.061 -4.729
H -1.099 -0.584 -6.087
C -1.642 0.515 8.089
O -0.793 -3.006 -6.947
H 0.327 -0.827 9.590
H -1.488 1.190 8.931
H 0.010 -2.059 -8.627
H 5.660 3.924 -0.579
H -0.092 0.140 -7.400
Ca -1.234 -3.974 2.972
H 5.088 5.178 -2.448
C 0.330 -1.129 8.543
C 3.805 3.638 -1.729
C 4.183 5.071 0.537
O -0.586 -0.858 6.362
H -0.789 -0.155 5.741
H -2.640 -2.786 -8.579
H -2.383 -0.227 8.385
C -1.577 1.132 0.477

Calculated values
Strongest force on any atom = 5.2 eV/Å
E_HOMO = -8.9 eV
Total charge = +1
Total energy = -3824.595720 a.u.
HOMO-LUMO gap = 1.713 eV

=====

[2]
Entry from OMol25: a structure of composition C12H26CrNO9 at a distorted geometry (the ωB97M-V functional and the def2-TZVPD basis).

Element x y z (Å)
C 1.832 2.153 1.637
O -2.387 1.271 -3.444
C 2.603 0.859 1.358
H 1.646 -3.685 -2.261
H 3.228 0.572 2.204
H -0.073 -0.104 2.142
H 1.378 -0.702 2.905
H -0.991 3.044 0.583
C 0.842 -0.667 1.956
H 0.357 -3.964 -3.528
C 0.298 -2.122 1.640
C -3.573 0.479 0.892
H -3.175 3.629 -2.922
O -1.579 -0.152 -0.112
H 0.072 -4.234 -1.778
H -4.653 0.378 0.785
C 0.018 3.399 0.793
H 0.096 4.090 1.632
H 3.376 0.990 0.600
H -2.948 3.342 -1.206
H 1.771 -5.052 1.796
H 0.541 -4.523 3.030
C -1.684 2.105 -2.751
H 2.702 1.972 -1.922
C -2.816 -0.148 -0.227
H -0.415 -2.455 2.393
H 0.042 -4.619 1.385
H 3.157 0.561 -1.615
Cr 0.457 0.493 -0.942
H 1.445 2.132 2.656
C 0.589 -3.624 -2.519
O -0.798 -1.646 -2.792
H 2.324 3.105 1.437
O 0.986 -1.425 -1.757
H -3.188 0.188 1.870
H -1.830 4.230 -2.102
O -3.434 -0.432 -1.283
H 0.480 3.801 -0.108
H -0.178 -2.202 0.662
N 1.848 -0.269 0.929
O 2.377 1.115 -1.646
O 1.385 -3.140 1.740
O -0.517 1.842 -2.305
H 2.476 -1.059 0.897
C -2.442 3.332 -2.172
C 0.912 -4.417 2.010
O 0.663 2.154 0.845
C 0.162 -2.147 -2.329
H -3.381 1.551 0.943

Calculated values
Strongest force on any atom = 6.0 eV/Å
E_HOMO (spin up / spin down) = -3.9 / -4.2 eV
Multiplicity = 5
Total charge = -1
Total energy = -2249.238352 a.u.
HOMO-LUMO gap (spin up / spin down) = 5.696 / 6.076 eV

=====

[3]
Entry from OMol25: a cluster of 3 separate species, C12H26FN3O6 in total at a distorted geometry (the ωB97M-V functional and the def2-TZVPD basis).

Element x y z (Å)
H 6.427 -0.860 -2.418
C 5.462 -1.041 -2.890
H -3.808 1.594 -0.548
O -4.826 -0.077 0.107
H -8.401 1.629 1.145
C 2.857 1.645 1.949
H 1.613 -0.498 -4.805
H 0.312 1.942 3.221
O -5.770 -1.266 1.755
H 3.542 0.310 -1.507
H 4.910 -2.237 -1.223
H 3.424 -2.886 -3.164
H 3.534 -0.626 -0.216
H 2.623 -2.585 -1.624
F -8.216 -0.645 -0.215
H -0.086 1.173 0.847
N -0.598 0.409 1.280
H -4.157 1.630 1.161
C -7.836 0.583 -0.502
C 0.204 -0.080 2.406
C 2.552 -0.781 -4.331
H 2.259 -0.680 2.851
C 4.438 -1.468 -1.843
H -0.887 0.913 3.980
C 1.640 -0.416 1.984
O -6.439 1.424 2.609
O 2.258 -1.185 -3.007
H 1.601 -1.299 1.338
H -0.625 -0.308 0.559
H 3.260 1.298 2.904
H 0.821 0.678 4.347
C 3.172 -2.102 -2.438
C -6.588 0.918 1.531
H 5.174 -0.117 -3.391
H 5.600 -1.814 -3.650
C -3.880 0.983 0.338
C -5.673 -0.244 1.138
N -7.559 1.392 0.638
H 3.673 2.049 1.351
H -0.247 -1.013 2.755
N 4.131 -0.326 -0.978
H -2.907 0.578 0.556
O -7.727 0.954 -1.632
O 2.278 0.584 1.211
C 0.115 0.922 3.552
H 3.212 0.090 -4.345
H 3.004 -1.593 -4.908
H 2.136 2.448 2.122

Calculated values
Strongest force on any atom = 2.6 eV/Å
Structure (SMILES) = COC(=O)C(=O)NC(=O)F.COC[C@@H](C)N.COC[C@@H](C)N
E_HOMO = -9.1 eV
Total energy = -1188.349147 a.u.
HOMO-LUMO gap = 9.605 eV

=====

[4]
Entry from OMol25: the molecule C12H26N4O3 at a distorted geometry (the ωB97M-V functional and the def2-TZVPD basis).

Element x y z (Å)
H 2.416 0.513 -2.919
C 1.315 0.748 -2.705
O 1.618 -3.327 -0.173
H 0.485 1.629 -5.679
N -0.082 2.286 -5.161
H -1.799 2.481 -4.662
C 0.945 -1.468 1.153
O -0.324 -3.335 0.641
H 0.033 0.251 1.882
H -0.423 0.810 6.659
C 0.893 0.815 -1.244
H 1.507 -1.798 2.027
H -0.559 1.302 5.122
H 1.024 2.841 -1.413
H 0.939 -0.435 -4.516
N 0.278 2.128 -1.122
H -1.615 1.106 -5.593
O 2.902 1.468 -0.124
H 0.251 -1.044 -3.058
H -1.103 -1.375 5.976
H -0.847 1.225 -2.738
C 0.495 -0.161 -3.598
H -2.373 -0.217 5.957
N -0.390 0.521 5.709
H 2.708 -1.118 0.467
C -0.526 -1.132 3.334
H -2.606 -1.429 3.893
C 2.042 0.671 -0.247
H -1.119 -0.920 1.095
C -1.205 1.584 -4.781
H 0.355 -0.712 3.743
H -2.164 0.161 3.402
N 1.912 -0.450 0.518
C -0.301 -0.753 1.854
H -0.283 3.046 -5.683
C -1.450 -0.493 5.519
H 1.224 1.699 -3.075
C -1.725 -0.709 4.005
C -0.933 0.563 -3.678
C 0.789 -2.746 0.439
H -0.460 -4.117 0.119
H -0.561 -2.230 3.433
H 0.321 2.260 -0.166
H -1.827 -0.057 -3.517
H 0.222 -0.084 -1.096

Calculated values
Strongest force on any atom = 5.9 eV/Å
Structure (SMILES) = NCCCC[C@H](NC(=O)[C@@H](N)CCCCN)C(=O)O
E_HOMO = -8.7 eV
Total energy = -917.443204 a.u.
HOMO-LUMO gap = 9.255 eV

=====

[5]
Entry from OMol25: the molecule C12H26N6O3 at a distorted geometry (the ωB97M-V functional and the def2-TZVPD basis).

Element x y z (Å)
H 2.206 -0.815 3.268
H -2.341 -4.125 -2.340
O 2.200 0.096 0.116
C -0.144 3.036 4.506
H -0.183 1.920 0.445
C -2.289 -3.335 -3.080
C -0.385 1.939 1.534
C 0.701 -0.482 1.896
H -0.495 -1.589 -0.131
O 1.106 0.195 -3.698
N -1.703 -2.797 -5.477
O -0.294 0.944 -2.135
H 0.990 2.610 6.194
H 1.820 -1.423 -1.719
N 0.794 2.527 3.654
H -0.687 3.091 6.475
N -1.096 3.767 4.078
C -1.454 -2.133 -2.679
C 1.233 -0.520 0.461
C -0.522 0.474 2.053
H -3.289 -3.035 -3.243
H 0.244 -3.245 -1.937
H -1.644 4.116 4.842
H 0.367 -1.536 2.183
C -1.694 -3.851 -4.408
H 2.525 0.349 2.092
H -1.585 -1.400 -3.512
H -0.616 0.511 -1.273
H 0.577 -2.528 -3.467
H 0.525 3.848 2.064
H 1.689 2.433 1.811
H -1.372 2.464 1.714
N 1.790 -0.021 2.762
C 0.639 0.075 -2.611
H -0.637 -4.208 -4.245
H 1.346 1.732 3.929
H -1.858 -1.644 -1.745
C 0.758 -1.176 -1.787
C 0.727 2.747 2.204
H -2.642 -2.664 -5.874
H -1.151 -3.107 -6.263
C 0.063 -2.346 -2.490
H -0.766 0.522 3.121
H -2.197 -4.675 -4.769
N 0.027 2.661 5.851
N 0.283 -1.011 -0.441
H -1.386 0.053 1.535

Calculated values
Strongest force on any atom = 3.5 eV/Å
Structure (SMILES) = [H]/N=C(\N)NCCC[C@H](N)C(=O)N[C@@H](CCCCN)C(=O)O
E_HOMO = -8.4 eV
Total energy = -1027.134722 a.u.
HOMO-LUMO gap = 8.773 eV

=====

[6]
Entry from OMol25: a structure of composition C12H26N6O5SV (the ωB97M-V functional and the def2-TZVPD basis).

Element x y z (Å)
H -2.303 -3.068 0.837
H 3.166 0.562 -3.517
N 2.046 2.830 0.138
S -3.541 3.803 -0.355
H 0.003 -3.807 1.084
C 0.364 2.465 1.831
N -2.217 1.638 -0.249
O -0.426 2.992 2.623
H 2.161 0.573 -0.059
H 3.082 1.624 -2.107
H -1.781 -3.766 -0.690
H -2.959 -1.584 -0.808
H 1.587 3.095 -0.732
C 0.940 -0.182 -2.235
H -1.328 0.607 2.746
H 2.827 -1.931 -3.200
N -1.805 -0.219 2.380
O 2.504 -0.304 -0.329
H -1.953 -2.268 2.782
N 0.216 -1.686 1.134
O 0.110 0.263 -1.364
C 0.124 -1.696 2.596
V -0.885 0.048 0.371
H 1.158 -1.420 0.836
H 3.861 -1.980 -1.749
C -1.305 -1.433 3.053
H 1.104 4.270 1.311
H 0.467 -3.029 -0.421
H -2.167 2.865 1.463
O 0.389 1.228 1.522
H 2.985 3.210 0.159
H -1.330 -1.343 4.143
C -1.627 -2.924 -0.007
N -1.961 -1.631 -0.630
C -2.766 1.708 -1.510
H 0.479 -2.642 3.023
H -2.533 0.933 -2.223
C -0.172 -2.927 0.453
H 2.195 -2.565 -1.683
C 3.309 0.610 -2.439
H 0.765 -0.892 2.959
C -2.541 2.690 0.459
N 1.336 3.287 1.260
H -2.799 -0.095 2.540
C 2.401 -0.405 -1.746
H -1.494 -1.524 -1.530
C -3.517 2.807 -1.749
H 4.352 0.397 -2.199
C 2.849 -1.811 -2.119
H -4.033 3.077 -2.655
O 0.662 -0.448 -3.398

Calculated values
Strongest force on any atom = 0.4 eV/Å
E_HOMO (spin up / spin down) = -5.8 / -5.3 eV
Multiplicity = 2
Total energy = -2519.884372 a.u.
HOMO-LUMO gap (spin up / spin down) = 5.975 / 5.424 eV

=====

[7]
Entry from OMol25: a structure of composition C12H26N8O10PS2SeV at a distorted geometry (the ωB97M-V functional and the def2-TZVPD basis).

Element x y z (Å)
N 3.386 2.036 1.297
H -0.383 4.395 1.154
O -0.010 -0.811 -0.069
S -2.524 -1.671 1.414
O -2.102 -0.809 -1.965
C -0.618 -4.715 3.031
H 3.428 0.426 -3.116
H 4.871 -2.315 4.413
Se -0.974 -1.591 -1.144
H -0.477 -5.213 5.100
N 2.252 -1.280 -3.604
H -2.156 0.631 -2.911
C -1.835 -2.764 2.564
C -0.847 -4.519 4.361
H 3.333 -0.793 -1.831
H -0.058 -5.541 2.615
H 2.321 -2.242 -3.275
H -3.980 1.206 -1.613
O -2.020 -2.470 0.067
C 2.997 0.963 1.988
C 2.653 -0.932 3.422
H -0.989 -3.935 1.143
H 3.970 -3.648 5.113
H -1.742 2.206 -3.207
S 3.929 0.246 3.253
P -2.048 2.524 -0.735
O -0.921 2.937 -1.628
V 0.154 1.045 0.729
N -1.455 4.936 0.245
C -3.350 2.025 -1.951
O -1.836 1.352 0.221
H -1.752 5.856 0.550
H 1.802 -2.608 4.319
H 2.678 -1.211 -4.525
O 0.460 0.120 -2.601
N -1.118 -3.823 2.147
O 0.286 2.616 1.407
O -0.201 -2.821 -1.795
C 2.712 -2.020 4.445
C -2.602 4.011 0.178
H 2.867 2.309 0.476
H -3.963 2.875 -2.244
N -2.070 -2.524 3.840
H -1.021 5.008 -0.671
H 4.227 2.532 1.530
H -1.795 -3.168 5.762
N 1.865 0.325 1.776
O 0.341 3.947 1.749
N -2.553 1.565 -3.132
N 1.684 -0.766 2.596
H -2.912 3.735 1.185
C 3.955 -2.899 4.322
H 2.670 -1.568 5.439
C 1.533 0.418 -2.027
H -3.097 1.523 -3.990
C -1.588 -3.384 4.720
C 2.777 -0.285 -2.614
H 1.231 -1.013 -3.627
O 1.727 1.164 -1.054
H 3.980 -3.414 3.361
H -3.456 4.465 -0.334

Calculated values
Strongest force on any atom = 1.4 eV/Å
E_HOMO (spin up / spin down) = -13.3 / -13.8 eV
Multiplicity = 3
Total charge = +2
Total energy = -6145.973774 a.u.
HOMO-LUMO gap (spin up / spin down) = 7.315 / 7.866 eV

=====

[8]
Entry from OMol25: the molecule C12H26N8O3 at a distorted geometry (the ωB97M-V functional and the def2-TZVPD basis).

Element x y z (Å)
H -3.250 -1.857 -1.442
H 1.524 4.145 -1.842
C 0.610 3.822 -1.381
H -2.038 1.551 -0.547
H 2.139 2.075 2.567
H 0.652 -0.785 1.949
H 3.403 1.743 0.804
H 3.862 -0.638 2.345
O 3.017 -0.306 2.082
N -1.668 -2.155 0.715
N 2.850 2.398 0.215
C 0.303 1.428 -2.267
H 0.896 -4.100 -0.573
N -3.404 -1.257 -0.679
O -0.864 1.041 0.774
H 0.679 -3.187 2.217
H 0.568 1.627 2.288
N -2.170 1.247 -1.463
N 0.412 -0.698 0.042
C -0.027 2.901 -2.417
H 0.320 3.357 -3.476
N 1.337 2.217 1.996
H -1.221 -2.065 1.627
H -2.951 0.566 -1.226
H 0.642 -1.042 -0.926
H -1.248 -3.044 -1.164
H -0.039 -4.956 0.480
H -1.894 -4.169 0.111
N -3.089 -0.543 1.529
C -0.877 0.567 -1.570
H -3.651 0.162 1.143
C 1.005 -2.941 1.246
H 2.002 -3.260 1.294
H -1.098 3.182 -2.321
H -0.166 3.022 0.470
H 1.110 1.196 -1.673
N 0.663 3.189 -0.019
C 0.212 -3.885 0.225
H -2.337 -0.126 2.132
C -2.723 -1.306 0.397
H -0.915 -0.392 -2.053
H 0.008 4.800 -1.367
O 3.280 -1.455 0.208
C 1.701 2.560 0.763
C 2.573 -1.059 1.096
C -0.436 0.234 -0.122
C -1.265 -3.282 -0.176
H 0.530 0.836 -3.137
C 1.036 -1.358 1.125

Calculated values
Strongest force on any atom = 6.7 eV/Å
Structure (SMILES) = [H]/N=C(/N)NCCC[C@H](NC(=O)[C@@H](N)CCCN/C(N)=N/[H])C(=O)O
E_HOMO = -8.0 eV
Total energy = -1136.518614 a.u.
HOMO-LUMO gap = 8.146 eV

=====

[9]
Entry from OMol25: a structure of composition C12H26NO3PRu at a distorted geometry (the ωB97M-V functional and the def2-TZVPD basis).

Element x y z (Å)
H 3.458 -0.258 -2.136
P 0.141 -0.048 -0.337
H 1.992 -1.085 -2.680
C -0.099 -1.801 2.312
C 1.074 2.602 -0.646
H -2.740 -0.665 -1.194
H -1.923 1.908 0.097
H -0.006 -1.072 -2.514
H -2.055 0.238 -2.577
H 3.525 -1.759 -0.084
O -3.412 -0.379 1.237
H 1.986 2.412 -1.232
H -0.002 1.500 -2.171
C -2.285 -0.219 1.490
H 2.123 -1.893 0.993
O 0.095 -2.930 2.535
H 2.454 0.397 -0.020
H -2.456 -1.475 -2.745
H 2.062 -2.585 -0.646
H -0.872 -0.307 4.849
H -1.134 -2.785 -0.236
H 0.783 3.642 -0.843
C -0.662 -2.639 -1.217
C -0.658 -1.161 -1.628
H 0.341 -3.081 -1.189
H -2.345 -0.033 4.177
C -2.059 -0.721 -2.050
C -0.070 1.659 -1.076
C -1.461 2.265 -0.825
C 1.957 -0.395 -0.606
H 2.021 0.691 -2.531
O 2.359 1.127 2.735
C 2.362 -0.246 -2.077
H -1.122 1.927 2.076
H -2.156 2.027 -1.647
C 2.426 -1.741 -0.049
H 1.327 2.505 0.422
Ru -0.448 0.011 2.000
H -1.248 -3.206 -1.957
H -1.340 1.227 4.506
C 1.313 0.689 2.477
N -1.365 0.265 4.158
H -0.494 2.031 1.613
H -1.385 3.359 -0.767

Calculated values
Strongest force on any atom = 10.2 eV/Å
E_HOMO (spin up / spin down) = -22.5 / -25.6 eV
Multiplicity = 5
Total charge = +4
Total energy = -1187.493428 a.u.
HOMO-LUMO gap (spin up / spin down) = 7.251 / 4.763 eV

=====

[10]
Entry from OMol25: the molecule C12H26O6Si at a distorted geometry (the ωB97M-V functional and the def2-TZVPD basis).

Element x y z (Å)
C -1.002 -1.380 2.024
Si 0.858 0.388 2.679
H 0.972 -1.250 0.053
H 3.227 -0.671 2.817
H -0.807 -0.694 1.196
H 1.383 -2.725 -0.931
H -2.021 -1.195 2.517
O 0.001 -1.032 3.018
C 2.685 0.008 2.141
C -0.901 -2.807 1.444
H -1.734 -2.870 0.715
H 2.669 -0.257 1.095
H 1.253 2.566 3.819
C 0.525 2.282 -0.810
H 1.858 1.363 4.769
H -1.892 1.134 -1.528
H 1.610 0.129 -3.023
C 0.994 1.023 -2.781
C 0.582 -2.247 -0.314
O 0.320 -3.103 0.794
H 0.158 1.482 4.826
C -0.286 1.019 -3.548
H -1.054 -3.585 2.185
C 0.892 2.286 0.631
C -2.737 -0.949 -1.566
H -0.278 -1.344 -1.995
H 3.282 0.944 2.237
H -3.094 -1.726 -2.281
H -0.070 0.948 -4.665
H -0.894 -3.002 -1.623
O 0.764 0.957 -1.343
C 1.025 1.560 4.134
O -1.250 -0.009 -3.262
C -0.591 -2.037 -1.210
O 0.270 1.171 1.302
H -3.074 0.808 -2.719
C -2.224 0.355 -2.210
H -0.483 2.466 -1.191
H 2.004 2.130 0.680
H 1.553 1.909 -3.039
H -3.666 -0.843 -0.927
O -1.805 -1.365 -0.599
H -0.787 1.966 -3.430
H 1.215 2.980 -1.309
H 0.551 3.218 1.228

Calculated values
Strongest force on any atom = 2.5 eV/Å
Structure (SMILES) = C[Si]1(C)OCCOCCOCCOCCOCCO1
E_HOMO = -9.0 eV
Total energy = -1213.726430 a.u.
HOMO-LUMO gap = 9.699 eV